A structure of composition C24H44Br5CaCsF3INO10S. Source: the OMol25 dataset; level of theory: ωB97M-V/def2-TZVPD.

The geometry in XYZ format:
```
91
Properties=species:S:1:pos:R:3:forces:R:3
C -0.74827 -0.95975 7.66087 -0.922 0.051 -0.217
C -1.97347 -1.19183 6.76569 0.791 0.490 -0.264
C -2.62266 0.11482 6.36485 -0.050 -0.031 1.122
C -3.61650 0.63699 7.38686 -0.777 -0.776 -0.823
C -4.94176 -0.13238 7.26665 0.219 -0.124 0.397
C -5.20641 -1.09783 8.40571 -0.427 0.307 -0.912
S -6.29793 -2.46053 7.92128 0.167 -0.627 1.403
I -4.96840 -3.79414 6.29229 0.143 -0.141 -0.376
O -7.60926 -1.71169 7.17936 -0.028 -0.810 1.206
C -7.44980 -1.47581 5.93305 0.168 1.615 -0.447
N -7.24268 -0.92705 4.94891 -0.088 -0.288 -1.211
H -0.82448 -1.52667 8.56025 0.207 -0.474 0.737
H -0.69295 0.07910 7.92056 0.208 0.588 0.296
H 0.14100 -1.22278 7.13228 0.707 -0.178 -0.168
H -2.65149 -1.88307 7.22680 -0.525 -0.406 0.150
H -1.60499 -1.63517 5.86441 0.006 -0.660 -0.610
H -3.12359 0.07173 5.42088 -0.265 -0.123 -0.763
H -1.84501 0.84471 6.29419 0.572 0.455 -0.378
H -3.24434 0.55875 8.39070 0.359 0.324 0.587
H -3.83551 1.64195 7.10740 -0.011 1.007 0.310
H -4.92385 -0.68043 6.34904 0.114 -0.456 -0.703
H -5.79037 0.51165 7.17901 -0.508 0.650 0.019
H -4.28821 -1.52650 8.76683 0.303 -0.758 0.122
H -5.69724 -0.63837 9.24041 -0.355 0.297 0.561
C 0.68918 3.30928 5.21013 0.083 0.007 -0.173
Br 1.40060 1.76844 6.11795 -0.033 -0.020 0.028
Br 1.09249 3.27429 3.33917 -0.029 -0.068 0.007
Br -1.20313 3.50859 5.52636 -0.029 0.095 0.023
H 1.17142 4.17505 5.63358 0.005 0.072 0.085
C -7.88016 -2.90543 2.47788 0.066 -0.284 -0.010
C -8.04881 -3.97451 1.42418 -0.087 0.218 -0.021
O -7.66944 -5.10390 1.60693 0.103 -0.239 0.035
C -8.71423 -3.56276 0.13098 0.066 -0.244 -0.013
H -7.39209 -3.33540 3.34778 0.027 -0.026 0.017
H -7.26254 -2.09314 2.09389 -0.141 0.129 0.017
H -8.85364 -2.51483 2.77643 0.033 0.167 -0.086
H -8.13374 -2.77697 -0.35476 -0.112 0.126 0.054
H -9.72399 -3.20083 0.32797 0.043 0.164 -0.018
H -8.77151 -4.42066 -0.53317 0.003 -0.043 -0.008
C 4.67974 0.99746 -1.37162 -0.246 0.099 -0.651
C 3.59287 -0.02359 -1.70177 0.418 -0.331 -0.085
O 2.54518 -0.08073 -0.77642 -0.028 0.271 0.694
C 1.45530 0.88476 -0.86458 -0.448 -0.292 -0.648
O 0.90960 0.98335 -2.04525 -0.235 0.138 -0.220
C 1.86140 2.27466 -0.30064 0.496 -0.397 0.228
F 2.67769 2.16271 0.78015 0.006 0.199 0.054
F 0.77117 2.94436 0.13730 -0.114 0.052 -0.060
F 2.48729 3.09329 -1.16688 -0.142 0.065 -0.057
H 4.87641 1.01321 -0.31095 -0.081 -0.124 0.132
H 5.60236 0.75511 -1.90434 0.036 -0.098 0.030
H 4.39269 2.00064 -1.67720 0.008 0.066 0.074
H 4.05423 -1.01665 -1.65747 -0.076 -0.014 -0.009
H 3.22629 0.09717 -2.72337 -0.167 0.210 -0.077
H 0.79950 0.49241 -0.04672 0.030 -0.001 0.018
C 2.87776 0.09547 -8.98733 0.093 0.056 -0.053
O 3.69203 1.07636 -8.35881 -0.224 -0.083 -0.036
C 3.10679 1.62107 -7.19608 1.052 -1.345 -0.148
C 4.14172 1.82438 -6.09825 -0.078 0.451 0.122
O 4.58378 0.63963 -5.51781 -0.035 -0.271 0.251
C 5.43866 -0.21699 -6.26810 0.040 -0.227 0.001
C 6.82126 0.33394 -6.51309 0.100 -0.001 -0.334
O 6.80052 1.34730 -7.51020 -0.244 0.254 0.253
C 7.76094 2.35956 -7.28815 0.016 -0.102 -0.114
H 2.01254 0.55637 -9.47643 -0.059 -0.093 -0.002
H 3.48397 -0.40306 -9.73850 0.033 0.072 -0.057
H 2.53802 -0.65172 -8.26505 -0.042 0.019 0.015
H 2.29918 0.97926 -6.81348 -0.013 0.022 0.054
H 2.68074 2.58976 -7.46633 4.004 -7.869 0.379
H 3.66260 2.38854 -5.28144 -0.007 -0.161 0.009
H 4.98009 2.43948 -6.44410 -0.045 -0.062 -0.284
H 4.96566 -0.53201 -7.19808 0.082 0.119 -0.107
H 5.54601 -1.11046 -5.65183 -0.033 0.062 0.104
H 7.46692 -0.47782 -6.87009 0.017 -0.072 0.198
H 7.22733 0.72199 -5.57348 -0.003 0.008 0.018
H 7.69354 2.75337 -6.26753 0.067 -0.036 0.008
H 7.55528 3.17133 -7.98415 0.017 -0.047 -0.073
H 8.77281 1.98506 -7.47099 0.046 0.077 0.087
C 6.88349 1.50097 1.70457 -0.078 0.006 -0.063
O 7.76454 1.95654 2.41922 -0.001 0.075 -0.046
O 6.35493 0.37292 1.83213 0.033 0.165 -0.075
O 6.37619 2.10736 0.72084 0.293 -0.130 0.449
Br -3.40625 -1.51233 -4.56493 0.026 0.917 1.850
C -2.60577 -1.69698 -2.76488 0.349 0.059 0.772
C -1.26169 -1.03374 -2.73060 0.262 -0.098 -0.082
Br 0.10024 -2.10941 -3.57553 -0.030 -0.086 -0.223
H -2.58205 -2.75446 -2.52882 -0.011 -0.102 -0.223
H -3.30494 -1.19681 -2.09950 -0.129 0.113 -0.185
H -0.91965 -0.91277 -1.70576 -0.046 0.157 0.042
H -1.24830 -0.06708 -3.21814 0.094 0.136 0.185
Ca -3.74667 -2.47565 -6.87023 -0.224 -0.949 -2.054
Cs 1.91379 4.00959 -7.45292 -4.788 9.138 -0.039
```
Positions in Å, forces in eV/Å.

Computed properties:
Charge: +1
HOMO (eV): -6.603
Frontier orbital gap (eV): 1.026


The molecule C2HCl2F. Source: the OMol25 dataset; level of theory: ωB97M-V/def2-TZVPD.

The geometry in XYZ format:
```
6
Properties=species:S:1:pos:R:3:forces:R:3
C -0.80965 0.84593 -0.62854 2.682 -1.828 -0.260
C -0.00147 -0.07514 0.02658 -4.460 4.221 0.551
H -1.42291 1.61803 -0.15273 0.006 -0.783 -0.220
F -0.67726 0.98448 -1.96246 -0.089 0.156 0.260
Cl 1.31966 -0.91126 -0.45033 0.827 -0.906 -0.407
Cl -0.59113 0.02284 1.71072 1.033 -0.860 0.076
```
Positions in Å, forces in eV/Å.

Computed properties:
Structure (SMILES): FC=C(Cl)Cl
Energy relative to the best compared isomer or geometry (same formula, charge and spin) (eV): 0.742
HOMO (eV): -9.321
Frontier orbital gap (eV): 9.963


A cluster of 8 separate species, C30H48F2N6O6 in total. Source: the OMol25 dataset; level of theory: ωB97M-V/def2-TZVPD.

The geometry in XYZ format:
```
92
Properties=species:S:1:pos:R:3:forces:R:3
C 2.77481 1.30631 5.86521 0.356 0.425 -0.400
C 3.21702 2.14136 4.64967 -0.490 1.236 -0.535
C 2.15252 3.27590 4.21175 0.370 -1.127 -0.587
C 2.30656 3.66138 2.76388 0.566 0.987 -1.207
N 2.46108 4.00009 1.65084 -0.511 -1.014 2.727
H 1.95105 0.63368 5.62623 -0.156 0.283 -0.098
H 2.50244 1.98462 6.67380 -0.232 -0.127 0.091
H 3.56055 0.65762 6.25237 0.252 0.174 -0.164
H 3.57625 1.55921 3.80106 -0.736 -0.305 -0.081
H 4.09035 2.77116 4.81923 0.192 -0.224 0.729
H 2.24397 4.10865 4.90908 0.420 0.349 -0.457
H 1.09832 3.02809 4.33571 -0.010 -0.708 -0.069
C -6.77650 -2.88597 -5.73770 0.144 0.150 0.741
C -5.38774 -2.99508 -5.02083 -0.043 -1.212 -1.596
C -4.60481 -1.68306 -4.91151 -1.188 0.521 0.707
C -3.38178 -1.73481 -4.13911 3.903 -0.819 1.862
N -2.41313 -1.80083 -3.46284 -3.118 0.286 -2.236
H -7.17360 -3.76824 -6.23972 0.543 -0.670 0.619
H -6.86947 -2.20381 -6.58276 0.424 0.754 0.470
H -7.45538 -2.65283 -4.91742 -0.513 0.386 -0.510
H -4.78354 -3.70024 -5.59160 0.273 0.091 -0.197
H -5.50675 -3.53619 -4.08213 -0.086 0.530 0.273
H -5.14564 -0.97174 -4.28732 -0.692 0.182 -0.139
H -4.51644 -1.18135 -5.87514 0.433 -0.210 -0.016
C 3.06371 2.92194 -2.31462 -1.490 -2.256 0.223
C 3.32410 4.23179 -2.92501 0.772 0.665 -1.016
C 4.43134 4.09859 -4.02038 -0.113 -0.893 -0.818
C 4.12349 3.15135 -5.14308 -1.200 -2.747 -1.626
N 3.88135 2.34395 -5.97379 0.775 2.823 2.647
H 2.46400 2.31987 -2.99723 0.713 -0.453 -0.667
H 2.32155 2.87350 -1.51779 0.372 0.897 0.710
H 3.94206 2.35903 -1.99884 0.001 0.059 -0.102
H 3.67365 4.88123 -2.12242 -0.048 0.589 -0.457
H 2.41636 4.57582 -3.42073 0.013 0.483 0.332
H 5.31848 3.66325 -3.56042 0.212 0.259 0.041
H 4.71301 4.97370 -4.60599 -0.038 0.582 0.761
C -0.36448 1.00207 -2.12846 1.843 0.840 -2.196
C -0.11664 0.85529 -0.68283 -1.249 -1.124 1.517
C 0.94267 -0.17254 -0.20409 0.342 0.244 -0.717
C 1.27366 -0.03780 1.22289 0.276 -0.340 6.197
N 1.43300 -0.00408 2.42972 -0.955 -0.098 -6.621
H 0.57939 1.26771 -2.60453 0.141 0.226 -0.315
H -1.02575 1.84077 -2.34615 -0.239 -0.183 0.149
H -0.67076 0.12224 -2.69433 -0.379 -0.177 0.563
H -1.09378 0.44961 -0.42065 -0.075 -0.097 1.189
H -0.02479 1.79528 -0.13868 0.304 0.094 -0.286
H 1.86805 -0.18668 -0.77992 0.348 0.848 -0.051
H 0.65257 -1.18901 -0.47002 -0.547 -0.051 0.652
C -2.54129 2.59094 2.02368 -1.487 0.366 -0.501
C -2.08784 3.43227 3.18963 0.482 -0.925 -0.537
C -3.14376 3.66112 4.29178 1.873 1.332 -0.148
C -3.39235 2.51685 5.12227 -0.734 -1.560 0.950
N -3.54551 1.61028 5.82987 0.286 0.840 -1.011
H -1.87689 2.67513 1.16371 -0.028 -0.187 0.127
H -3.52738 2.96283 1.74542 -0.048 0.224 -0.575
H -2.78662 1.55168 2.24242 0.592 -0.210 0.273
H -1.69876 4.38016 2.81784 -0.370 0.182 0.113
H -1.19682 2.90905 3.53668 0.036 0.201 0.859
H -4.00432 4.24926 3.97296 -0.247 -0.603 -0.140
H -2.59146 4.34642 4.93476 -0.263 0.220 0.491
C 1.72913 -3.44123 -0.49763 0.145 -0.568 -0.731
C 1.24746 -3.61192 0.91978 0.395 -0.319 0.013
C 0.57434 -4.95098 1.17330 -1.149 -1.253 0.093
C -0.63567 -5.46183 0.44379 -0.114 0.409 -1.034
N -1.49445 -5.93107 -0.17872 0.910 0.645 0.932
H 2.01562 -4.43709 -0.83568 -0.233 -0.152 -0.359
H 2.68236 -2.92058 -0.58905 -0.295 0.600 0.167
H 0.99398 -3.04100 -1.19583 0.110 -0.101 0.038
H 0.68411 -2.77511 1.33268 0.076 0.028 -0.049
H 2.18498 -3.75084 1.45817 -0.171 0.465 0.662
H 0.28429 -5.05434 2.21891 0.244 0.088 0.212
H 1.30810 -5.73345 0.97983 0.126 -0.053 0.106
C -2.13728 -1.24878 4.86715 -2.468 -0.241 -1.634
C -0.76559 -0.81862 4.87579 0.258 0.042 -1.939
O -0.24609 -2.03976 5.41561 3.921 -1.760 1.655
C -1.05580 -2.54013 6.31522 -2.385 4.796 -5.059
O -0.77056 -3.34787 7.16644 0.633 -2.025 2.102
O -2.23587 -2.00696 6.05366 -0.942 -2.033 3.251
F -0.53224 0.20638 5.63257 0.726 1.142 1.370
H -2.25077 -1.93407 4.02716 -0.248 -0.095 -0.102
H -2.95937 -0.53327 4.84939 0.214 0.278 0.346
H -0.30404 -0.71483 3.89381 0.330 0.070 -0.030
C 1.73562 -2.03787 -5.39493 -0.161 0.420 -0.251
C 1.11762 -2.45204 -4.09129 1.502 1.777 -0.479
O 1.79795 -1.48076 -3.17222 -2.804 -0.472 0.376
C 2.89880 -0.94736 -3.76001 -0.102 -0.892 0.309
O 3.68233 -0.23141 -3.20252 -0.842 -0.699 -0.810
O 2.94431 -1.49693 -4.97276 2.917 1.149 -0.924
F 1.65142 -3.61754 -3.75680 0.240 -1.857 0.690
H 1.24480 -1.21985 -5.92221 -0.635 -0.364 -0.086
H 1.91981 -2.90188 -6.03341 -0.031 0.161 -0.016
H 0.03738 -2.56380 -4.18463 -0.140 0.801 1.250
```
Positions in Å, forces in eV/Å.

Computed properties:
Charge: +1
Multiplicity: 2
HOMO (spin up / spin down) (eV): -12.340 / -12.340
Frontier orbital gap (spin up / spin down) (eV): 8.555 / 1.864